DFT (ωB97M-V with the def2-TZVPD basis set) results for a molecular structure, C31H22BrF5N4O2RuS.

Summary:
Total energy ... -139589.885 eV
Charge ... +2
HOMO energy (spin up / spin down) ... -13.863 / -13.860 eV
Kohn-Sham gap (spin up / spin down) ... 5.2 / 5.1 eV

Cartesian coordinates (Å):
Ru (0.59, -0.04, 0.19)
O (3.93, -1.53, 5.23)
C (3.34, -1.29, 4.08)
C (3.78, -1.79, 2.84)
C (3.07, -1.47, 1.71)
N (1.98, -0.69, 1.72)
C (1.57, -0.24, 2.92)
Br (-0.02, 0.81, 2.86)
C (2.19, -0.49, 4.11)
H (4.71, -2.09, 5.14)
H (4.65, -2.42, 2.77)
H (3.37, -1.86, 0.75)
H (1.81, -0.11, 5.05)
N (-9.37, -2.22, -1.03)
C (-8.25, -1.97, -0.91)
C (-6.86, -1.65, -0.77)
C (-6.06, -1.50, -1.91)
C (-4.72, -1.18, -1.77)
C (-4.16, -1.04, -0.50)
C (-4.96, -1.22, 0.63)
C (-6.30, -1.51, 0.50)
C (-2.73, -0.72, -0.36)
C (-2.24, 0.42, -0.93)
C (-2.97, 1.42, -1.65)
C (-2.07, 2.34, -2.08)
C (-0.80, 1.92, -1.61)
N (-0.89, 0.80, -0.91)
C (-1.91, -1.67, 0.32)
C (-2.29, -2.91, 0.74)
C (-1.14, -3.56, 1.30)
C (-0.11, -2.70, 1.21)
N (-0.52, -1.52, 0.58)
H (-6.50, -1.62, -2.89)
H (-4.10, -1.07, -2.65)
H (-4.53, -1.10, 1.62)
H (-6.93, -1.63, 1.37)
H (-4.04, 1.42, -1.81)
H (-2.25, 3.23, -2.67)
H (0.16, 2.40, -1.75)
H (-3.28, -3.33, 0.63)
H (-1.10, -4.56, 1.71)
H (0.91, -2.84, 1.52)
F (-0.53, -1.59, -2.34)
C (0.78, -1.37, -2.45)
C (1.48, -0.75, -1.41)
C (2.85, -0.60, -1.61)
F (3.62, 0.04, -0.70)
C (3.49, -1.01, -2.75)
F (4.79, -0.81, -2.91)
C (2.76, -1.64, -3.75)
F (3.36, -2.05, -4.84)
C (1.39, -1.83, -3.59)
F (0.69, -2.43, -4.53)
O (1.50, 1.77, 0.11)
S (2.69, 2.34, 0.95)
C (3.77, 3.08, -0.31)
C (3.78, 4.59, -0.04)
C (2.38, 4.95, 0.44)
C (2.06, 3.94, 1.53)
H (3.27, 2.84, -1.25)
H (4.74, 2.59, -0.28)
H (4.07, 5.12, -0.95)
H (4.52, 4.83, 0.73)
H (1.66, 4.86, -0.38)
H (2.32, 5.97, 0.82)
H (1.01, 3.80, 1.76)
H (2.61, 4.15, 2.45)



DFT (ωB97M-V with the def2-TZVPD basis set) results for a molecular structure, C31H22Cl5N3O6RuS2.

Summary:
Relative energy (zero: lowest compared OMol25 entry of this formula, charge and spin) ... 0.0 kJ/mol
⟨S²⟩ ... 0.754
Total energy ... -136127.654 eV
Charge ... -1
Spin multiplicity ... 2
HOMO energy (spin up / spin down) ... -5.326 / -5.502 eV
Kohn-Sham gap (spin up / spin down) ... 7.2 / 7.3 eV

Cartesian coordinates (Å):
Ru (-1.25, 0.68, -0.67)
C (1.61, -1.65, 5.02)
C (0.39, -1.14, 4.31)
C (-0.50, -2.03, 3.71)
C (-1.57, -1.58, 2.97)
C (-1.77, -0.22, 2.82)
C (-0.92, 0.69, 3.44)
C (0.16, 0.22, 4.18)
S (-3.14, 0.38, 1.86)
O (-3.16, 1.80, 2.04)
O (-4.29, -0.40, 2.23)
N (-2.80, 0.05, 0.28)
C (-3.34, -1.22, -0.25)
C (-2.80, -1.48, -1.66)
O (-3.33, -2.33, -2.36)
O (-1.78, -0.76, -2.02)
H (1.43, -2.62, 5.48)
H (1.94, -0.96, 5.79)
H (2.43, -1.78, 4.31)
H (-0.32, -3.10, 3.80)
H (-2.25, -2.28, 2.51)
H (-1.11, 1.75, 3.34)
H (0.83, 0.93, 4.64)
H (-4.43, -1.19, -0.26)
H (-3.02, -2.06, 0.37)
Cl (-0.13, 1.26, -3.55)
C (-1.81, 1.73, -3.40)
C (-2.26, 1.92, -2.10)
C (-3.46, 2.60, -2.00)
Cl (-4.12, 3.04, -0.46)
C (-4.24, 2.92, -3.13)
Cl (-5.77, 3.71, -2.96)
C (-3.79, 2.59, -4.40)
Cl (-4.75, 2.92, -5.79)
C (-2.53, 2.02, -4.54)
Cl (-1.89, 1.68, -6.11)
C (4.20, -3.03, -4.66)
C (3.33, -2.76, -3.47)
C (3.44, -3.52, -2.31)
C (2.63, -3.27, -1.21)
C (1.70, -2.25, -1.27)
C (1.58, -1.47, -2.41)
C (2.38, -1.73, -3.50)
S (0.66, -1.96, 0.15)
O (1.45, -2.37, 1.28)
O (-0.59, -2.63, -0.07)
N (0.36, -0.36, 0.20)
C (1.34, 0.49, 0.70)
C (2.67, 0.18, 0.99)
C (3.51, 1.12, 1.61)
C (3.05, 2.36, 1.97)
C (1.72, 2.72, 1.67)
C (1.15, 3.95, 2.07)
C (-0.16, 4.20, 1.81)
C (-0.90, 3.27, 1.06)
N (-0.39, 2.15, 0.61)
C (0.90, 1.82, 0.98)
H (4.86, -3.88, -4.48)
H (4.82, -2.16, -4.90)
H (3.59, -3.25, -5.54)
H (4.17, -4.32, -2.26)
H (2.73, -3.85, -0.30)
H (0.84, -0.68, -2.43)
H (2.27, -1.14, -4.40)
H (3.06, -0.80, 0.78)
H (4.53, 0.83, 1.81)
H (3.69, 3.07, 2.49)
H (1.77, 4.66, 2.61)
H (-0.65, 5.11, 2.12)
H (-1.94, 3.45, 0.84)



DFT (ωB97M-V with the def2-TZVPD basis set) results for a molecular structure, C31H22ClN7O6S3Zn.

Summary:
Total energy ... -148667.355 eV
HOMO energy ... -7.925 eV
Kohn-Sham gap ... 6.5 eV

Cartesian coordinates (Å):
Zn (0.16, -0.54, 0.47)
O (-3.05, -5.48, 5.53)
N (-3.03, -5.30, 4.33)
O (-3.68, -5.95, 3.53)
C (-2.20, -4.18, 3.82)
C (-1.64, -3.41, 4.77)
C (-0.83, -2.29, 4.42)
C (-0.23, -1.45, 5.39)
C (0.53, -0.40, 4.97)
C (0.68, -0.17, 3.60)
N (0.13, -0.94, 2.68)
C (-0.61, -2.00, 3.08)
C (-1.20, -2.84, 2.05)
N (-0.93, -2.50, 0.77)
C (-1.44, -3.22, -0.20)
C (-2.26, -4.33, 0.04)
C (-2.54, -4.69, 1.33)
C (-2.01, -3.93, 2.40)
H (-1.81, -3.65, 5.81)
H (-0.39, -1.66, 6.44)
H (1.00, 0.28, 5.68)
H (1.26, 0.67, 3.23)
H (-1.16, -2.93, -1.21)
H (-2.65, -4.89, -0.79)
H (-3.16, -5.54, 1.53)
N (1.21, 6.36, -3.28)
C (1.12, 5.57, -2.15)
C (1.56, 4.24, -2.18)
C (1.49, 3.46, -1.05)
C (0.99, 3.99, 0.14)
C (0.54, 5.31, 0.18)
C (0.61, 6.09, -0.96)
S (0.90, 2.97, 1.56)
O (2.24, 2.55, 1.91)
O (0.12, 3.67, 2.55)
N (0.17, 1.64, 1.03)
C (-1.17, 1.66, 0.80)
S (-2.27, 3.00, 0.71)
C (-3.54, 1.92, 0.26)
C (-3.07, 0.65, 0.22)
N (-1.75, 0.50, 0.55)
H (1.33, 5.89, -4.17)
H (0.66, 7.20, -3.32)
H (1.94, 3.82, -3.10)
H (1.81, 2.42, -1.08)
H (0.14, 5.70, 1.10)
H (0.26, 7.12, -0.93)
H (-4.54, 2.27, 0.07)
H (-3.66, -0.22, -0.01)
Cl (0.47, 0.80, -8.09)
C (0.47, 0.25, -6.44)
C (0.90, -1.03, -6.15)
C (0.90, -1.46, -4.83)
C (0.48, -0.61, -3.81)
C (0.06, 0.67, -4.12)
C (0.05, 1.11, -5.44)
C (0.49, -1.10, -2.38)
O (0.75, -2.29, -2.15)
O (0.26, -0.21, -1.51)
H (1.23, -1.68, -6.95)
H (1.23, -2.46, -4.57)
H (-0.26, 1.33, -3.32)
H (-0.29, 2.11, -5.69)
S (4.80, -0.80, 0.61)
C (4.15, -2.29, 0.08)
C (2.80, -2.23, 0.10)
N (2.29, -1.03, 0.54)
C (3.24, -0.19, 0.84)
H (4.78, -3.11, -0.24)
H (2.12, -3.00, -0.24)
H (3.06, 0.82, 1.21)



DFT (ωB97M-V with the def2-TZVPD basis set) results for a molecular structure, C31H22N5O3RuSSe.

Summary:
Relative energy (zero: lowest compared OMol25 entry of this formula, charge and spin) ... 0.0 kJ/mol
Total energy ... -124856.113 eV
Charge ... +1
HOMO energy (spin up / spin down) ... -10.654 / -10.654 eV
Kohn-Sham gap (spin up / spin down) ... 5.8 / 5.8 eV

Cartesian coordinates (Å):
Ru (-1.00, -0.42, -0.24)
O (-1.16, 3.52, 0.66)
C (-1.16, 2.32, 0.66)
N (-1.25, 1.48, -0.46)
C (-1.55, 1.89, -1.73)
C (-2.02, 3.16, -2.13)
C (-2.09, 3.43, -3.47)
C (-1.68, 2.49, -4.44)
C (-1.21, 1.25, -4.08)
C (-1.19, 0.92, -2.71)
N (-0.73, -0.24, -2.15)
C (0.37, -0.93, -2.70)
O (0.51, -1.26, -3.85)
C (1.44, -1.12, -1.65)
C (2.68, -1.62, -1.97)
C (3.64, -1.69, -0.97)
C (3.32, -1.26, 0.30)
C (2.04, -0.78, 0.55)
N (1.12, -0.71, -0.41)
C (-1.01, 1.50, 1.92)
C (-0.98, 2.12, 3.15)
C (-0.91, 1.32, 4.28)
C (-0.87, -0.05, 4.14)
C (-0.88, -0.60, 2.87)
N (-0.95, 0.17, 1.77)
H (-2.32, 3.88, -1.39)
H (-2.47, 4.39, -3.80)
H (-1.75, 2.74, -5.49)
H (-0.93, 0.52, -4.81)
H (2.87, -1.93, -2.99)
H (4.63, -2.07, -1.19)
H (4.04, -1.28, 1.11)
H (1.74, -0.44, 1.53)
H (-1.04, 3.19, 3.19)
H (-0.91, 1.77, 5.27)
H (-0.83, -0.71, 5.00)
H (-0.86, -1.67, 2.71)
Se (-3.40, -0.74, -0.21)
C (-3.85, 0.59, 0.98)
N (-4.09, 1.41, 1.76)
O (-0.95, -2.59, -0.26)
S (-0.19, -3.52, 0.67)
C (0.98, -4.35, -0.38)
C (2.18, -4.76, 0.17)
C (3.11, -5.38, -0.65)
C (2.84, -5.57, -2.00)
C (1.63, -5.14, -2.54)
C (0.68, -4.53, -1.73)
C (-1.34, -4.83, 1.02)
C (-2.49, -4.96, 0.26)
C (-3.36, -6.00, 0.56)
C (-3.07, -6.89, 1.59)
C (-1.91, -6.74, 2.34)
C (-1.04, -5.70, 2.06)
H (2.39, -4.59, 1.22)
H (4.06, -5.72, -0.24)
H (3.57, -6.05, -2.64)
H (1.42, -5.28, -3.59)
H (-0.26, -4.18, -2.13)
H (-2.71, -4.25, -0.52)
H (-4.27, -6.12, -0.01)
H (-3.75, -7.69, 1.81)
H (-1.70, -7.42, 3.15)
H (-0.14, -5.56, 2.65)